[1]
Here is a 10-piece molecular cluster, C38H72Cl2O18S7 overall from the Open Molecules 2025 dataset. Energies are from ωB97M-V/def2-TZVPD.

Positions of all 137 atoms, in Å:
O -2.741 -1.818 3.329
S -4.064 -1.696 3.907
O -4.188 -1.385 5.304
C -4.982 -0.543 2.902
C -6.381 -1.104 2.954
C -6.255 -2.613 2.704
C -5.081 -3.134 3.501
H -4.553 -0.617 1.903
H -4.837 0.453 3.309
H -6.786 -0.942 3.959
H -7.043 -0.642 2.226
H -6.113 -2.833 1.646
H -7.183 -3.129 2.953
H -4.416 -3.816 2.981
H -5.391 -3.544 4.461
O -2.295 -1.238 -4.889
S -1.872 -2.234 -3.963
O -2.323 -2.209 -2.589
C -2.199 -3.848 -4.652
C -1.051 -4.084 -5.603
C 0.241 -3.560 -4.946
C -0.083 -2.336 -4.087
H -3.217 -3.931 -5.026
H -2.171 -4.534 -3.794
H -0.915 -5.116 -5.927
H -1.289 -3.558 -6.535
H 0.931 -3.319 -5.750
H 0.676 -4.359 -4.347
H 0.195 -1.415 -4.600
H 0.304 -2.340 -3.070
O 4.966 -1.367 0.578
S 5.035 -2.434 -0.386
O 5.396 -3.752 0.076
C 3.517 -2.530 -1.300
C 3.639 -1.477 -2.413
C 5.122 -1.332 -2.848
C 6.066 -1.880 -1.756
H 2.703 -2.315 -0.610
H 3.403 -3.531 -1.713
H 2.974 -1.764 -3.222
H 3.291 -0.506 -2.062
H 5.319 -0.287 -3.067
H 5.319 -1.896 -3.756
H 6.806 -1.208 -1.339
H 6.514 -2.810 -2.100
O -0.873 8.142 -0.971
S 0.510 7.843 -0.777
O 1.506 8.753 -1.209
C 0.790 7.410 0.938
C 0.694 5.893 1.019
C 1.412 5.406 -0.256
C 0.858 6.198 -1.412
H 0.125 8.001 1.563
H 1.815 7.749 1.115
H 1.155 5.531 1.928
H -0.342 5.570 0.879
H 1.290 4.331 -0.411
H 2.500 5.543 -0.211
H -0.085 5.773 -1.779
H 1.421 6.272 -2.344
O 0.124 1.222 -4.886
S 1.345 1.792 -5.406
O 2.383 0.945 -5.904
C 0.897 3.052 -6.621
C 1.510 4.368 -6.140
C 2.631 4.032 -5.193
C 2.080 2.957 -4.278
H -0.191 3.067 -6.597
H 1.153 2.612 -7.586
H 1.854 4.934 -7.006
H 0.710 4.925 -5.658
H 2.993 4.885 -4.628
H 3.458 3.590 -5.755
H 1.263 3.342 -3.662
H 2.799 2.499 -3.607
O -3.036 4.075 4.578
S -2.403 2.823 4.303
O -2.818 2.021 3.169
C -0.644 3.042 4.225
C 0.058 1.837 4.874
C -1.047 0.977 5.572
C -2.315 1.780 5.770
H -0.473 3.941 4.833
H -0.316 3.391 3.246
H 0.508 1.270 4.058
H 0.837 2.166 5.551
H -0.760 0.679 6.585
H -1.276 0.053 5.040
H -2.183 2.535 6.548
H -3.273 1.277 5.845
O 1.612 -2.246 1.357
S 1.870 -1.928 2.747
O 2.322 -0.598 3.080
C 0.455 -2.261 3.782
C 0.850 -3.449 4.657
C 2.374 -3.386 4.841
C 2.946 -3.174 3.448
H -0.402 -2.310 3.109
H 0.265 -1.380 4.398
H 0.305 -3.471 5.594
H 0.618 -4.358 4.089
H 2.757 -4.319 5.246
H 2.694 -2.554 5.471
H 2.807 -4.089 2.876
H 3.945 -2.753 3.387
O -6.019 -3.858 -0.868
C -4.880 -4.114 -0.594
C -3.996 -5.236 -1.150
C -2.920 -5.319 -0.069
C -2.774 -3.856 0.290
O -4.148 -3.358 0.257
H -4.591 -6.133 -1.258
H -3.534 -4.869 -2.063
H -3.220 -5.945 0.773
H -1.960 -5.744 -0.381
H -2.387 -3.649 1.289
H -2.173 -3.281 -0.416
O 1.297 1.765 -1.506
C 0.417 1.215 -0.912
C -0.471 1.817 0.176
C -1.074 0.592 0.852
C -1.031 -0.440 -0.307
O 0.077 -0.046 -1.168
H 0.060 2.386 0.927
H -1.216 2.390 -0.384
H -0.480 0.218 1.687
H -2.104 0.684 1.184
H -0.850 -1.447 0.063
H -1.953 -0.453 -0.889
Cl 2.546 2.909 1.816
C 3.316 1.522 1.014
C 4.302 1.981 -0.020
Cl 5.607 2.986 0.732
H 2.579 0.852 0.599
H 3.855 0.974 1.776
H 3.824 2.601 -0.774
H 4.854 1.159 -0.444

The total energy comes out at -178319.47971 eV. Its energy above the lowest of the compared OMol25 structures with the same formula, charge and spin is 0.000 eV. The structure (SMILES) is O=S1(=O)CCCC1.O=S1(=O)CCCC1.O=S1(=O)CCCC1.O=S1(=O)CCCC1.O=S1(=O)CCCC1.O=S1(=O)CCCC1.O=S1(=O)CCCC1.O=C1CCCO1.O=C1CCCO1.ClCCCl. The calculation puts the HOMO-LUMO gap at 10.2 eV. For the max |F|, the calculation gives 1.75 eV/A.

Here are the Löwdin charges for atoms 1 to 6, given in e: -0.35 0.67 -0.31 -0.22 -0.21 -0.21

---

[2]
Here is a 4-piece molecular cluster, C38H74ClN6O4P2 overall from the Open Molecules 2025 dataset. Energies are from ωB97M-V/def2-TZVPD.

Positions of all 125 atoms, in Å:
C -2.294 3.727 -1.101
C -2.773 2.681 -1.370
C -3.372 1.394 -1.715
C -4.135 0.753 -0.533
C -3.482 -0.539 -0.007
C -2.157 -0.218 0.725
C -0.891 -0.542 -0.079
C -0.711 -2.008 -0.478
N -1.355 -2.326 -1.757
C -0.914 -3.653 -2.242
C 0.355 -0.009 0.683
C 1.053 1.122 -0.095
C 2.359 0.636 -0.785
C 2.082 0.044 -2.188
C 2.585 0.915 -3.350
C 1.498 1.842 -3.931
O 1.862 3.208 -3.848
C 0.963 4.057 -3.162
C 1.374 4.301 -1.703
C 0.070 0.372 2.142
C 1.408 0.676 2.842
C 1.559 2.175 3.173
C 0.990 2.572 4.547
Cl 3.288 2.603 3.064
N -0.683 -0.784 2.734
C -0.769 -0.781 4.229
C 0.216 -1.718 4.917
C 0.297 -3.160 4.382
C 1.745 -3.602 4.164
N 2.478 -2.637 3.328
C -2.101 -0.791 2.157
P -2.817 -2.516 2.413
P -4.790 -2.086 3.170
O -5.810 -2.920 2.530
O -4.976 -0.511 2.953
O -4.749 -2.271 4.758
H -1.948 4.717 -0.904
H -4.085 1.593 -2.518
H -2.629 0.717 -2.131
H -4.141 1.461 0.298
H -5.179 0.572 -0.774
H -4.211 -0.993 0.652
H -3.295 -1.186 -0.862
H -2.153 0.870 0.830
H -0.968 0.028 -1.001
H -1.038 -2.714 0.290
H 0.369 -2.181 -0.588
H -0.970 -1.647 -2.406
H -0.121 -4.064 -1.617
H -1.749 -4.351 -2.212
H -0.550 -3.573 -3.263
H 1.072 -0.832 0.751
H 1.307 1.976 0.527
H 0.414 1.496 -0.892
H 3.012 1.502 -0.866
H 2.867 -0.092 -0.155
H 1.008 -0.113 -2.312
H 2.544 -0.942 -2.237
H 3.393 1.574 -3.038
H 2.979 0.269 -4.126
H 0.531 1.641 -3.463
H 1.387 1.599 -4.992
H 0.983 5.011 -3.690
H -0.065 3.696 -3.230
H 0.552 4.080 -1.023
H 2.186 3.620 -1.450
H 1.731 5.314 -1.543
H -0.542 1.272 2.189
H 2.234 0.395 2.195
H 1.559 0.129 3.766
H 1.031 2.752 2.420
H 0.607 1.728 5.111
H 0.191 3.300 4.421
H 1.756 3.074 5.128
H -0.229 -1.634 2.392
H -1.779 -0.998 4.562
H -0.568 0.239 4.546
H 1.219 -1.305 4.939
H -0.107 -1.775 5.956
H -0.142 -3.835 5.115
H -0.234 -3.327 3.445
H 1.782 -4.593 3.714
H 2.239 -3.679 5.133
H 2.572 -2.969 2.377
H 3.416 -2.494 3.674
H -2.714 -0.147 2.784
H -3.156 -3.008 1.147
H -5.916 -0.276 2.964
H -4.845 -1.413 5.194
C -5.642 2.754 6.066
C -5.012 3.938 5.340
C -4.409 3.553 3.984
C -3.297 2.615 4.121
N -2.436 1.862 4.227
H -4.898 1.990 6.300
H -6.090 3.077 7.004
H -6.427 2.296 5.460
H -4.243 4.389 5.969
H -5.769 4.703 5.169
H -4.045 4.444 3.470
H -5.172 3.106 3.344
C 4.227 3.799 -6.458
C 5.622 3.433 -5.965
C 6.125 2.099 -6.527
C 5.309 0.972 -6.082
N 4.664 0.088 -5.736
H 3.485 3.068 -6.133
H 3.925 4.768 -6.064
H 4.200 3.854 -7.548
H 5.629 3.398 -4.874
H 6.327 4.212 -6.261
H 7.155 1.924 -6.210
H 6.129 2.125 -7.618
C 2.488 -5.006 -5.217
C 2.537 -6.468 -4.789
C 1.565 -6.788 -3.649
C 1.900 -6.067 -2.423
N 2.167 -5.486 -1.470
H 2.787 -4.343 -4.404
H 3.165 -4.829 -6.052
H 1.482 -4.725 -5.536
H 3.553 -6.731 -4.490
H 2.284 -7.104 -5.639
H 1.576 -7.858 -3.433
H 0.544 -6.534 -3.942

The total energy comes out at -88830.68121 eV. As for the charge: +1. The calculation puts the HOMO-LUMO gap at 9.1 eV. For the max |F|, the calculation gives 2.29 eV/A.

Here are the Löwdin charges for atoms 1 to 6, given in e: 0.10 -0.15 -0.18 -0.17 -0.16 -0.25